Record 1
{
  "formula": "C28H53BrCl2NO4",
  "method": "the ωB97M-V functional and the def2-TZVPD basis",
  "lumo_energy_ev": -4.6928,
  "charge": 1,
  "orbital_gap_ev": 7.723,
  "spin_multiplicity": 1,
  "elements": ["C", "H", "H", "C", "Br", "C", "Cl", "H", "C", "O", "C", "H", "H", "C", "C", "C", "C", "H", "H", "O", "H", "H", "H", "H", "H", "C", "C", "C", "C", "H", "H", "C", "H", "C", "H", "H", "H", "C", "C", "H", "C", "H", "C", "H", "H", "C", "H", "H", "C", "H", "H", "H", "H", "O", "H", "C", "H", "H", "H", "H", "H", "H", "C", "H", "H", "C", "H", "C", "N", "C", "O", "H", "H", "H", "C", "H", "H", "H", "H", "H", "H", "Cl", "H", "H", "H", "H", "H", "H", "C"],
  "positions_angstrom": [[-1.065, 0.618, 1.696], [1.954, -0.396, -3.893], [-4.119, -6.800, 7.182], [-0.669, -4.745, 3.398], [-1.076, -0.678, 4.217], [5.015, 3.516, -3.666], [-4.909, 4.926, 2.756], [3.693, -3.144, -6.689], [-1.631, 3.465, 2.755], [-3.753, 3.521, 0.238], [-3.661, -7.191, 6.269], [1.565, -2.043, -2.123], [3.226, -0.868, -5.892], [-1.472, 3.197, 1.211], [5.966, 4.508, -4.323], [1.672, -2.405, -3.152], [-3.234, 5.629, 2.735], [6.325, 5.231, -3.586], [-1.564, 5.383, 0.586], [-3.083, 6.786, 2.251], [1.972, 4.114, -6.366], [5.477, 5.067, -5.123], [4.175, 4.057, -3.217], [-0.407, -5.041, 2.379], [-2.417, -5.998, 3.465], [2.700, -1.706, -5.421], [-1.609, 4.354, 0.089], [4.507, 2.437, -4.623], [3.684, 2.948, -5.810], [0.535, 3.588, -4.446], [-0.063, -5.344, 4.082], [-0.660, -1.544, -3.715], [4.501, -2.878, -5.139], [-1.916, 4.930, 3.321], [-0.295, -0.745, -4.366], [4.320, 3.555, -6.461], [-0.156, -3.525, -3.086], [3.525, -2.970, -5.623], [1.415, 2.970, -4.647], [1.815, 2.640, -3.684], [2.464, -1.364, -3.950], [3.914, 1.714, -4.053], [2.443, 3.763, -5.441], [-1.749, -7.222, 5.281], [1.087, 2.088, -5.206], [-2.615, -4.506, 5.028], [2.725, 4.661, -4.882], [1.746, -1.803, -5.950], [-3.310, 2.286, 5.520], [-3.705, -4.589, 5.081], [3.020, -3.850, -5.220], [3.435, -1.220, -3.460], [5.541, 3.027, -2.839], [-3.899, 1.743, 4.289], [-2.389, -3.439, 5.152], [-2.158, -4.949, 3.637], [-4.401, 2.966, -0.265], [-3.560, 1.584, 6.385], [-1.644, -1.845, -4.083], [-2.712, -4.371, 2.890], [-0.837, -0.443, 1.338], [-1.662, -7.219, 7.030], [-1.493, 2.188, 3.674], [-4.447, 0.959, 4.512], [-2.008, 4.978, 4.469], [0.285, -2.737, -3.706], [-0.395, -3.692, 3.524], [-1.171, 1.747, 0.653], [-1.229, 0.864, 3.132], [-2.197, -6.784, 6.179], [-2.873, 4.113, -0.614], [3.375, 2.086, -6.411], [-4.235, -6.829, 5.413], [-3.772, 3.330, 5.667], [-1.987, -5.269, 6.198], [-0.911, -5.065, 6.231], [-0.785, -1.139, -2.707], [-2.397, -4.866, 7.132], [2.252, -3.331, -3.085], [6.836, 3.993, -4.741], [-1.000, 5.586, 3.066], [-0.941, 1.403, -1.124], [5.366, 1.879, -5.015], [0.364, -3.151, -4.716], [-3.749, -8.281, 6.289], [-1.141, 1.593, 5.884], [-0.753, 4.208, -0.670], [-1.319, 3.402, 5.635], [-1.696, 2.385, 5.268]],
  "forces_ev_per_angstrom": [[-0.361, 2.970, -1.254], [0.013, -0.014, 0.021], [-0.012, -0.007, -0.072], [-0.003, -0.206, -0.122], [-0.181, 0.854, -0.454], [0.084, -0.079, -0.025], [1.979, 0.280, 0.458], [0.033, -0.046, 0.111], [0.701, -4.210, -2.085], [-2.208, -1.310, 2.316], [0.006, -0.136, -0.058], [-0.015, -0.011, -0.004], [-0.086, -0.006, 0.037], [0.394, -1.708, 1.381], [-0.014, 0.135, 0.108], [0.074, -0.111, -0.096], [1.087, 4.733, -2.039], [0.026, -0.025, -0.117], [-0.226, -1.392, -0.815], [-0.837, -5.212, 2.135], [0.065, 0.018, 0.067], [0.064, -0.032, 0.020], [-0.003, -0.049, -0.031], [0.071, 0.064, 0.089], [-0.015, 0.071, 0.053], [0.077, 0.036, 0.036], [0.103, -1.251, 1.125], [-0.101, -0.083, 0.061], [0.088, 0.091, -0.017], [-0.002, -0.092, 0.002], [0.001, 0.089, -0.041], [-0.132, -0.038, -0.168], [-0.057, -0.045, -0.003], [0.069, -0.736, 0.185], [-0.027, -0.005, 0.054], [-0.010, -0.042, 0.027], [0.054, -0.001, -0.077], [-0.039, -0.038, -0.149], [-0.123, 0.100, 0.101], [-0.004, -0.041, -0.037], [-0.077, 0.112, 0.026], [0.011, -0.007, -0.045], [0.023, -0.064, -0.113], [0.015, 0.056, 0.045], [0.027, 0.006, 0.061], [-0.134, -0.223, -0.020], [0.031, -0.040, -0.040], [0.021, 0.035, 0.053], [-0.071, -0.078, -0.527], [0.040, 0.030, 0.028], [0.064, 0.024, -0.013], [-0.043, -0.006, -0.043], [-0.082, 0.009, -0.026], [-0.012, -0.434, 1.315], [0.004, 0.070, -0.004], [-0.018, 0.172, 0.024], [1.175, 0.806, -0.246], [0.516, 1.234, -1.003], [0.037, 0.106, 0.045], [-0.036, -0.086, 0.031], [-0.413, 1.673, 0.912], [0.023, 0.055, -0.098], [0.132, 1.373, -1.134], [0.470, 0.826, -0.145], [0.057, -0.440, -1.844], [0.049, -0.001, 0.147], [0.060, -0.023, 0.029], [-0.356, 0.219, 4.431], [-0.143, 3.032, -2.571], [-0.031, 0.015, 0.075], [2.696, 1.182, -1.867], [-0.009, 0.036, 0.012], [-0.015, -0.023, 0.063], [0.839, -1.611, -0.002], [0.161, 0.057, 0.021], [-0.044, 0.015, -0.003], [0.020, 0.005, -0.033], [0.018, -0.043, -0.049], [0.002, 0.051, 0.003], [-0.059, 0.049, -0.020], [-1.781, -0.855, 0.167], [-0.376, 0.498, 2.917], [-0.044, 0.041, 0.036], [0.038, 0.021, 0.062], [-0.070, 0.108, 0.009], [-0.793, 1.063, -1.177], [-1.513, 0.372, 1.125], [-0.388, -1.510, -0.884], [-0.552, -0.420, -0.451]]
}



Record 2
{
  "formula": "C28H53ClO10",
  "method": "the ωB97M-V functional and the def2-TZVPD basis",
  "lumo_energy_ev": 0.5177,
  "orbital_gap_ev": 9.821,
  "spin_multiplicity": 1,
  "smiles": "CCOCC[C@H]1OC(=O)O[C@H]1C[C@H](C)Cl.CC(C)=O.CC(C)=O.CC(C)=O.CC(C)=O.CC(C)=O.CC(C)=O",
  "elements": ["C", "H", "C", "H", "H", "O", "H", "H", "H", "H", "O", "H", "C", "H", "H", "C", "H", "H", "H", "C", "C", "H", "C", "H", "Cl", "C", "H", "C", "H", "C", "H", "H", "C", "H", "C", "H", "H", "C", "C", "C", "H", "H", "H", "H", "H", "H", "O", "C", "H", "C", "H", "H", "H", "H", "C", "H", "C", "C", "H", "H", "H", "O", "C", "H", "O", "C", "H", "H", "H", "H", "H", "C", "C", "H", "H", "H", "H", "C", "O", "H", "H", "H", "H", "O", "O", "H", "H", "C", "C", "O", "C", "O"],
  "positions_angstrom": [[-4.771, 1.636, -4.756], [2.321, -2.174, -2.683], [-3.547, 2.442, -4.416], [-3.956, -9.396, -0.288], [5.160, 1.569, -2.452], [6.179, -0.411, -2.614], [2.563, 9.772, 2.514], [-3.564, 5.262, 1.367], [1.056, 1.735, -0.337], [6.127, 1.817, -0.125], [0.514, -6.939, -1.188], [1.988, -5.006, -0.575], [-1.644, 0.639, 4.930], [4.466, -0.813, -0.608], [-5.369, -9.712, 1.976], [2.514, -1.734, -1.614], [1.867, 2.977, -1.634], [0.158, 0.912, 2.741], [0.773, -7.766, 1.777], [2.272, -1.948, 0.699], [0.017, -7.339, 1.113], [4.919, -2.098, -2.973], [0.855, 1.114, -2.531], [0.417, -2.275, -1.173], [-0.254, 1.834, -3.883], [-3.218, -10.075, 0.146], [-4.465, -10.276, 3.399], [-3.132, 4.265, 1.254], [-0.164, 8.134, 4.637], [-1.852, 0.961, 3.474], [-6.114, 3.167, -5.411], [-1.052, 4.375, 3.197], [1.752, 9.293, 1.960], [-0.066, 2.940, -1.326], [0.686, -6.603, -0.017], [-4.819, -11.417, 2.082], [0.992, -4.675, 0.859], [1.005, 8.348, 2.863], [3.780, -0.693, -1.578], [-5.722, 2.213, -5.771], [7.544, 0.523, -0.532], [-1.624, -0.444, 5.072], [-2.222, -9.775, -0.196], [-3.396, 3.637, 2.109], [-0.710, 1.086, 5.280], [-1.095, 0.778, 1.487], [-2.834, 1.598, 3.095], [-0.888, 4.972, 2.296], [7.684, 2.333, -1.069], [-1.634, 4.366, 1.138], [-2.471, 1.054, 5.516], [-0.324, -0.781, -3.009], [1.085, 9.396, 4.727], [-2.953, 1.902, -3.671], [-0.814, 0.472, 2.501], [3.461, 0.449, -1.610], [6.204, 1.041, -2.377], [1.030, -1.253, -1.106], [1.067, 10.046, 1.561], [-1.220, 6.001, 2.455], [-6.560, 1.523, -5.917], [-4.987, 0.547, -4.226], [1.574, -5.441, 0.341], [2.182, 8.732, 1.124], [-2.299, -9.644, 2.307], [-4.571, -10.378, 2.313], [1.879, 0.899, -3.054], [6.911, 1.540, -3.196], [-0.634, -6.658, 1.667], [-0.828, 0.079, -1.394], [4.350, -0.551, -3.887], [0.337, 8.933, 4.079], [-3.275, -10.000, 1.648], [2.399, -5.784, 0.970], [-3.536, 3.808, 0.345], [0.184, 4.980, 2.072], [-2.937, 2.586, -5.312], [4.819, -0.914, -2.863], [1.168, -0.997, 0.338], [-0.411, 9.669, 3.774], [-3.842, 3.407, -3.997], [-0.592, -8.153, 0.706], [-3.406, -11.101, -0.182], [-1.044, 3.970, 0.135], [0.942, 7.145, 2.616], [-5.209, 2.347, -6.726], [-0.756, -0.618, 2.534], [0.114, -0.264, -2.039], [0.929, 2.294, -1.370], [2.842, -2.160, 1.901], [6.906, 1.447, -0.916], [2.790, -2.695, -0.495]],
  "forces_ev_per_angstrom": [[-0.222, -1.423, 0.739], [0.796, 0.170, 2.276], [0.073, -0.385, 0.387], [-0.076, -0.209, -0.041], [1.864, -1.281, 0.048], [-2.417, 1.292, 0.118], [-0.162, 0.163, -0.028], [0.008, -0.049, 0.170], [-0.031, 1.330, -1.990], [1.453, -0.996, -1.456], [0.199, 0.420, 1.364], [-0.117, -0.158, 0.275], [-0.446, 0.238, 0.176], [-1.791, -0.021, -2.037], [-0.040, -0.206, -0.101], [-0.677, 1.392, 0.533], [-2.103, -1.390, 0.824], [0.032, -0.248, 0.044], [-0.124, 0.162, 0.122], [2.999, -1.331, 4.199], [-0.216, -0.328, -0.422], [0.058, 2.584, 0.199], [-0.344, 0.272, 0.641], [1.275, 2.019, 0.130], [1.073, -0.707, 0.803], [0.481, 0.152, -0.029], [0.003, -0.016, -0.255], [-0.078, -0.173, -0.432], [0.125, 0.164, -0.136], [-1.105, 0.727, -0.527], [0.149, 0.052, -0.170], [-0.197, 0.148, 0.039], [0.135, -0.350, -0.343], [2.376, -1.634, -0.236], [-0.236, -0.433, -1.346], [-0.149, 0.130, -0.122], [0.139, -0.092, 0.196], [-0.019, -1.534, -0.358], [1.016, 1.259, -0.587], [-0.368, -0.386, -0.012], [-1.578, 1.928, -0.701], [0.228, 0.080, 0.023], [-0.231, -0.071, 0.073], [0.006, 0.195, -0.011], [0.048, -0.236, -0.021], [0.050, -0.035, 0.216], [1.148, -0.722, 0.500], [0.410, -0.291, -0.405], [-1.763, -1.859, 0.187], [0.440, -0.454, -0.879], [0.171, -0.086, -0.153], [1.232, 0.593, 2.227], [-0.124, 0.170, -0.097], [-0.212, 0.161, -0.227], [-0.298, 0.205, -0.352], [0.310, -2.469, 0.236], [1.258, 1.682, 0.165], [-0.934, -2.098, -2.141], [0.135, 0.112, 0.153], [-0.014, -0.202, 0.151], [0.199, 0.140, 0.048], [0.251, 1.384, -0.693], [0.107, 0.006, -0.613], [-0.114, 0.105, 0.206], [-1.245, -0.447, -0.831], [0.144, 0.082, 0.487], [-2.043, 0.434, 1.042], [-1.626, -1.246, 1.543], [0.170, -0.062, 0.153], [2.015, -0.818, -1.355], [0.989, -0.310, 2.073], [-0.195, -0.441, 0.174], [1.299, 0.468, 0.857], [-0.139, 0.163, 0.150], [0.100, 0.086, 0.190], [-0.370, 0.056, 0.062], [-0.074, 0.199, 0.049], [-0.705, -1.848, 0.270], [3.570, -2.735, -0.393], [0.177, 0.126, 0.091], [0.083, 0.061, -0.207], [0.159, 0.206, 0.173], [-0.184, 0.122, -0.057], [-0.731, 0.551, 1.194], [0.252, 1.763, 0.413], [-0.028, 0.213, 0.085], [0.229, 0.091, 0.098], [-0.193, 1.580, 0.644], [0.297, -0.762, -0.461], [-4.589, 1.779, -8.260], [0.553, -0.122, -0.394], [-1.977, 3.251, 1.663]]
}